Record 1
4 unconnected molecules or ions with the total composition C27H51B2N4O11P in a non-equilibrium geometry. Source: the Open Molecules 2025 dataset; level of theory: ωB97M-V with the def2-TZVPD basis set.

Element x y z (Å)
C  6.189  2.962  1.458
C  5.908  1.494  1.171
N  4.472  1.203  1.295
C  4.001  0.107  0.409
C  3.313  0.700  -0.833
C  2.042  -0.008  -1.364
C  2.034  -1.512  -1.076
C  3.194  -2.298  -1.705
C  2.001  0.206  -2.896
C  0.799  -0.415  -3.547
O  -0.290  0.110  -3.569
O  0.835  0.597  -0.905
C  0.696  0.935  0.478
C  0.860  2.453  0.702
C  0.730  3.299  -0.559
C  0.816  4.757  -0.216
O  0.154  5.338  0.623
O  1.745  5.403  -0.948
C  -0.658  0.357  0.956
O  -1.728  0.659  0.056
C  -2.931  1.118  0.674
C  -4.028  1.048  -0.418
C  -3.799  1.997  -1.593
P  -3.464  -0.023  2.012
O  -2.748  0.034  3.313
B  -2.910  2.619  1.209
O  -2.270  3.568  0.485
O  -3.623  2.952  2.349
C  -4.837  3.686  2.168
B  -0.487  -1.225  1.107
O  -1.262  -2.071  0.339
O  0.441  -1.768  1.944
C  0.644  -1.173  3.243
C  4.094  0.917  2.653
C  4.701  -0.280  3.338
O  3.287  1.618  3.219
H  7.235  3.209  1.285
H  5.945  3.183  2.497
H  5.541  3.582  0.841
H  6.244  1.221  0.172
H  6.496  0.893  1.874
H  4.850  -0.513  0.112
H  3.328  -0.526  0.981
H  4.047  0.708  -1.640
H  3.099  1.743  -0.614
H  2.007  -1.702  -0.006
H  1.095  -1.917  -1.460
H  4.069  -1.676  -1.894
H  3.489  -3.135  -1.076
H  2.897  -2.715  -2.668
H  2.929  -0.138  -3.347
H  1.922  1.281  -3.072
H  0.922  -1.399  -4.037
H  1.446  0.435  1.087
H  1.863  2.612  1.111
H  0.173  2.799  1.471
H  -0.235  3.122  -1.033
H  1.490  3.062  -1.298
H  1.782  6.309  -0.605
H  -0.836  0.762  1.956
H  -4.992  1.244  0.060
H  -4.058  0.011  -0.764
H  -4.219  1.577  -2.504
H  -4.307  2.947  -1.414
H  -2.746  2.225  -1.720
H  -3.347  -1.277  1.385
H  -4.857  0.151  2.115
H  -2.086  4.363  1.010
H  -5.685  3.004  2.227
H  -4.914  4.428  2.959
H  -4.852  4.209  1.210
H  -1.223  -1.787  -0.584
H  -0.219  -0.587  3.555
H  0.801  -1.991  3.941
H  1.519  -0.524  3.232
H  4.641  -1.176  2.720
H  5.746  -0.108  3.587
H  4.157  -0.461  4.262
C  -2.934  -4.816  -0.068
C  -3.123  -6.174  -0.558
N  -3.272  -7.249  -0.940
H  -3.852  -4.453  0.389
H  -2.133  -4.791  0.667
H  -2.667  -4.160  -0.893
C  -0.083  -8.375  -2.368
C  1.185  -7.764  -1.993
N  2.186  -7.281  -1.700
H  -0.117  -8.520  -3.446
H  -0.192  -9.338  -1.874
H  -0.909  -7.734  -2.066
C  -7.699  0.818  -2.763
C  -6.637  -0.175  -2.683
N  -5.788  -0.948  -2.619
H  -8.230  0.867  -1.815
H  -7.273  1.794  -2.986
H  -8.399  0.546  -3.550

Output
Total energy: -2497.2563 Eh
F_max: 0.0210 hartree/bohr
Orbital gap: 9.34 eV
SMILES: CCN(CC[C@](CC)(CC=O)O[C@@H](CCC(=O)O)[C@@H](O[C@@](CC)([PH2]=O)B(O)OC)B(O)OC)C(C)=O.CC#N.CC#N.CC#N

Record 2
2 unconnected molecules or ions with the total composition C5H3ClFN2O2 in a non-equilibrium geometry. Source: the Open Molecules 2025 dataset; level of theory: ωB97M-V with the def2-TZVPD basis set.

Element x y z (Å)
C  -0.400  0.246  1.007
C  0.190  0.272  -0.212
C  -1.175  -0.918  1.432
C  1.274  4.107  0.634
C  -0.437  -1.783  -1.104
N  0.190  -0.738  -1.135
N  -1.389  -1.993  0.849
O  0.633  3.354  1.309
O  1.747  5.160  0.390
F  -1.769  -0.878  2.707
Cl  2.007  3.004  -1.110
H  -0.442  1.045  1.750
H  0.686  1.121  -0.441
H  -0.763  -2.583  -1.781

Output
Total energy: -1012.3721 Eh
Net charge: -1
F_max: 0.0725 hartree/bohr
Energy above the lowest of the compared OMol25 structures with the same formula, charge and spin: 305.6 kJ/mol
Orbital gap: 7.79 eV